[1]
C15H44N10O24S2Si | ωB97M-V/def2-TZVPD

The HOMO energy is -9.9 eV.

Geometry as ORCA input:
```
! RIJCOSX wB97M-V def2-TZVPD def2/J DEFGRID3
* xyz 0 1
C 7.24 -0.70 -0.20
Si 6.37 0.06 -1.65
C 7.07 -0.60 -3.26
C 6.63 1.92 -1.62
O 4.78 -0.39 -1.49
C 3.83 -0.15 -2.52
C 3.30 1.29 -2.54
O 1.99 1.25 -3.16
S 0.69 1.48 -2.25
O -0.33 0.82 -3.01
O 0.97 0.38 -0.98
S 0.97 1.17 0.49
H 6.96 -1.75 -0.07
H 8.33 -0.63 -0.34
H 6.97 -0.16 0.71
H 6.92 0.07 -4.11
H 8.15 -0.69 -3.11
H 6.69 -1.59 -3.52
H 6.84 2.31 -2.62
H 7.50 2.13 -0.99
H 5.78 2.47 -1.21
H 2.96 -0.79 -2.35
H 4.25 -0.43 -3.50
H 3.27 1.67 -1.51
H 3.91 1.98 -3.13
H 2.24 0.94 0.82
C -1.83 -0.89 -5.00
N -2.63 -2.13 -5.20
O -2.15 -3.19 -4.86
O -3.74 -2.00 -5.67
H -0.88 -1.16 -4.55
H -1.69 -0.41 -5.96
H -2.39 -0.24 -4.34
C -1.29 -2.11 1.29
N -0.75 -2.77 2.51
O -1.16 -2.44 3.61
O 0.09 -3.64 2.33
H -2.00 -1.35 1.59
H -0.45 -1.68 0.75
H -1.76 -2.88 0.69
C 1.44 -3.47 -1.62
N 0.52 -2.51 -2.29
O -0.43 -2.11 -1.66
O 0.80 -2.19 -3.43
H 1.07 -3.66 -0.62
H 1.45 -4.38 -2.22
H 2.43 -3.02 -1.60
C -1.10 -1.45 6.66
N -0.79 -0.35 7.61
O 0.37 -0.07 7.83
O -1.75 0.20 8.13
H -0.18 -1.87 6.29
H -1.68 -2.18 7.22
H -1.69 -1.03 5.85
C 2.29 5.28 1.94
N 3.40 4.60 1.22
O 4.55 4.88 1.52
O 3.08 3.80 0.36
H 2.72 5.95 2.67
H 1.70 5.81 1.19
H 1.70 4.51 2.41
C -0.85 3.14 8.04
N -0.49 4.53 7.64
O -0.20 4.72 6.47
O -0.52 5.38 8.50
H -0.78 2.50 7.17
H -0.16 2.83 8.82
H -1.87 3.17 8.43
C -4.07 -1.78 10.60
N -3.96 -2.52 9.31
O -4.98 -2.79 8.71
O -2.83 -2.78 8.93
H -5.12 -1.61 10.81
H -3.60 -2.40 11.36
H -3.52 -0.85 10.48
C -1.88 1.71 -9.49
N -1.28 1.16 -8.24
O -1.75 1.50 -7.18
O -0.35 0.39 -8.38
H -2.70 2.37 -9.20
H -1.10 2.23 -10.02
H -2.23 0.86 -10.07
C -3.90 -0.48 -2.16
N -4.16 -1.30 -0.95
O -4.73 -2.37 -1.09
O -3.79 -0.85 0.12
H -4.26 -1.02 -3.03
H -4.41 0.46 -2.03
H -2.82 -0.33 -2.20
C -6.86 -1.75 -4.06
N -7.28 -0.32 -4.21
O -8.43 -0.08 -4.50
O -6.41 0.52 -4.03
H -7.72 -2.37 -4.26
H -6.06 -1.92 -4.78
H -6.48 -1.88 -3.05
*
```

---

[2]
C15H44O13 | ωB97M-V/def2-TZVPD

The HOMO energy is -9.6 eV.

Geometry as ORCA input:
```
! RIJCOSX wB97M-V def2-TZVPD def2/J DEFGRID3
* xyz 0 1
C -1.01 -3.72 4.95
C 0.27 -2.89 4.83
C 0.81 -2.76 3.40
O 0.09 -1.57 5.32
H -1.52 -3.40 5.86
H -0.90 -4.79 5.10
H -1.83 -3.59 4.24
H 1.15 -3.28 5.34
H 1.83 -2.38 3.33
H 0.21 -2.20 2.68
H 0.83 -3.78 3.02
H -0.35 -1.64 6.17
O 1.21 -1.30 -0.31
C -0.03 -0.64 -0.22
C -0.53 -0.31 -1.66
O 0.41 0.52 -2.38
H 1.66 -0.85 -1.03
H -0.65 -1.46 0.13
H 0.05 0.19 0.47
H -1.57 0.01 -1.62
H -0.48 -1.29 -2.14
H -0.07 0.70 -3.19
O -2.79 -0.59 1.87
C -3.54 -0.24 2.98
C -2.74 0.37 4.16
O -2.10 1.65 4.06
H -2.54 0.25 1.48
H -4.24 0.55 2.72
H -4.23 -1.05 3.19
H -2.09 -0.35 4.65
H -3.58 0.53 4.83
H -1.20 1.44 3.81
O -4.70 3.86 0.97
C -4.69 2.60 0.34
C -3.32 2.21 -0.33
O -2.42 1.76 0.59
H -3.98 3.87 1.60
H -4.88 1.84 1.09
H -5.43 2.60 -0.46
H -3.04 3.01 -1.01
H -3.70 1.31 -0.81
H -2.12 2.60 0.93
O -0.83 -0.12 -5.20
C -0.28 0.68 -6.23
C -1.03 0.50 -7.60
O -1.21 -0.87 -8.02
H -1.06 -0.90 -5.71
H -0.21 1.70 -5.85
H 0.68 0.19 -6.33
H -0.50 1.15 -8.28
H -2.06 0.82 -7.45
H -1.13 -0.88 -8.98
O 2.28 2.86 -2.96
C 2.68 3.43 -1.72
C 3.54 4.67 -1.82
O 4.74 4.28 -2.37
H 2.01 1.98 -2.69
H 1.80 3.66 -1.11
H 3.24 2.69 -1.15
H 3.70 5.03 -0.81
H 3.17 5.41 -2.53
H 4.44 3.97 -3.23
O 3.76 -4.07 1.87
C 4.87 -3.22 1.66
C 4.58 -2.26 0.53
O 3.93 -1.12 1.01
H 3.63 -4.54 1.05
H 4.98 -2.81 2.66
H 5.68 -3.93 1.53
H 3.93 -2.71 -0.22
H 5.46 -2.02 -0.08
H 3.00 -1.37 1.06
*
```

---

[3]
C15H44O7 | ωB97M-V/def2-TZVPD

The HOMO energy is -9.6 eV.

Geometry as ORCA input:
```
! RIJCOSX wB97M-V def2-TZVPD def2/J DEFGRID3
* xyz 0 1
C 41.45 19.87 40.43
C 41.00 20.94 41.29
C 41.34 22.38 40.65
O 39.56 20.91 41.28
H 41.14 18.98 40.80
H 42.39 19.85 40.34
H 41.08 20.15 39.44
H 41.45 20.86 42.25
H 42.31 22.91 40.92
H 40.68 23.16 41.14
H 41.39 22.37 39.61
H 39.06 21.50 41.84
C 45.39 19.08 41.18
C 45.83 20.52 41.72
C 44.68 21.38 41.92
O 46.41 20.21 42.99
H 44.77 19.18 40.20
H 44.60 18.62 41.85
H 46.24 18.49 41.11
H 46.65 21.10 41.06
H 44.31 21.79 40.96
H 44.92 22.26 42.62
H 43.90 20.97 42.59
H 47.26 19.90 42.93
C 35.79 22.54 43.92
C 36.95 22.40 42.70
C 36.70 23.43 41.60
O 38.20 22.54 43.16
H 36.17 22.20 44.85
H 34.94 22.12 43.87
H 35.21 23.50 44.15
H 36.74 21.51 42.46
H 35.61 23.51 41.17
H 37.25 23.16 40.85
H 36.94 24.50 41.98
H 38.44 23.07 43.89
C 43.18 26.28 39.82
C 42.55 27.08 41.03
C 41.26 26.38 41.51
O 43.56 27.21 41.97
H 42.53 26.17 38.98
H 43.42 25.41 40.24
H 43.98 27.13 39.61
H 42.19 28.12 40.70
H 41.58 25.47 41.81
H 40.49 26.57 40.90
H 41.00 26.88 42.40
H 43.30 27.92 42.63
C 44.40 22.31 37.81
O 45.54 21.84 38.41
H 43.62 21.55 38.26
H 44.51 22.39 36.68
H 44.10 23.21 37.94
H 46.23 21.72 37.71
C 42.79 24.31 44.32
O 43.88 24.96 43.74
H 42.08 25.04 44.58
H 43.09 23.76 45.28
H 42.29 23.52 43.58
H 43.69 25.42 43.00
C 37.80 20.14 38.39
O 38.50 19.23 39.21
H 37.86 19.69 37.41
H 38.12 21.18 38.25
H 36.62 20.23 38.64
H 38.74 19.73 40.00
*
```

---

Relative energy (zero: lowest compared OMol25 entry of this formula, charge and spin) (kJ/mol)
10.9; 185.2; 956.8
Maximum force (eV Å⁻¹)
0.63; 4.79; 10.45